No. 1
The following is a DFT calculation (the ωB97M-V functional and the def2-TZVPD basis) of 5 unconnected molecules or ions with the total composition C13H36O5 in a non-equilibrium geometry.

Summary:
- SMILES string: CC(C)O.CC(C)O.CC(C)O.CC(C)O.CO
- Max |F|: 1.85 eV/Å
- Energy above the lowest of the compared OMol25 structures with the same formula, charge and spin: 0.689 eV
- Net charge: 0

Last column: Löwdin charge in e.
Cartesian coordinates (Å):
C 3.164 -0.156 1.462  -0.06
C 3.934 0.949 0.746  -0.47
C 5.158 0.435 -0.003  -0.04
O 2.998 1.506 -0.194  -0.07
H 3.506 -0.473 2.456  0.08
H 3.115 -1.114 0.940  0.08
H 2.140 0.163 1.683  0.07
H 4.247 1.735 1.440  0.13
H 5.784 1.219 -0.432  0.08
H 4.726 -0.151 -0.816  0.06
H 5.832 -0.071 0.687  0.09
H 2.156 1.473 0.265  0.05
C -2.982 3.740 1.521  -0.04
C -2.409 3.517 0.093  -0.44
C -0.902 3.448 0.111  -0.06
O -3.015 2.299 -0.400  -0.08
H -2.955 2.774 2.027  0.08
H -4.012 4.055 1.367  0.08
H -2.394 4.402 2.155  0.08
H -2.758 4.358 -0.514  0.13
H -0.535 2.798 0.911  0.08
H -0.568 4.471 0.303  0.09
H -0.373 3.070 -0.764  0.07
H -3.734 2.565 -0.979  0.11
C 2.264 -1.968 -2.250  -0.05
C 3.669 -2.076 -2.898  -0.44
C 4.551 -3.117 -2.228  -0.07
O 3.490 -2.556 -4.256  -0.07
H 2.053 -2.675 -1.446  0.08
H 1.465 -2.155 -2.970  0.07
H 2.157 -0.952 -1.862  0.06
H 4.160 -1.102 -2.922  0.12
H 5.074 -2.738 -1.345  0.07
H 5.374 -3.402 -2.893  0.08
H 4.056 -4.062 -2.009  0.08
H 2.598 -2.339 -4.522  0.06
C -5.862 -1.439 2.597  -0.07
C -4.523 -1.130 1.930  -0.49
C -4.081 -2.366 1.147  -0.06
O -4.690 -0.016 1.076  -0.05
H -6.508 -2.083 2.000  0.07
H -6.382 -0.516 2.855  0.08
H -5.693 -1.978 3.533  0.08
H -3.822 -0.880 2.733  0.14
H -4.843 -2.605 0.399  0.08
H -3.991 -3.272 1.751  0.08
H -3.153 -2.255 0.581  0.06
H -3.844 0.426 0.948  0.05
C -0.301 -0.139 -0.793  -0.16
O -1.366 0.132 0.105  -0.14
H -0.489 -0.930 -1.523  0.07
H -0.087 0.761 -1.373  0.08
H 0.545 -0.412 -0.168  0.06
H -1.941 0.833 -0.265  0.03

No. 2
The following is a DFT calculation (the ωB97M-V functional and the def2-TZVPD basis) of a single C22H18N4O4S2 molecule in a non-equilibrium geometry.

Summary:
- SMILES string: Cc1ccc(NC(=O)Cc2nc(CSc3nnc(-c4ccc5c(c4)OCO5)o3)cs2)cc1
- Max |F|: 1.77 eV/Å
- Net charge: 0

Last column: Löwdin charge in e.
Cartesian coordinates (Å):
C -5.988 -0.723 2.259  -0.05
C -4.720 -1.107 1.560  -0.30
C -4.068 -0.195 0.738  -0.03
C -2.890 -0.516 0.093  -0.01
C -2.330 -1.777 0.269  -0.22
N -1.129 -2.173 -0.339  0.14
C -0.330 -1.463 -1.172  -0.47
O -0.548 -0.346 -1.576  0.08
C 0.925 -2.259 -1.588  -0.09
C 1.863 -1.333 -2.265  -0.59
N 2.780 -0.663 -1.665  0.10
C 3.397 0.221 -2.491  -0.47
C 4.421 1.144 -1.937  -0.37
S 3.825 2.891 -1.970  1.00
C 2.391 2.728 -1.022  -0.68
N 1.425 3.588 -0.912  0.04
N 0.538 3.056 -0.056  0.10
C 0.993 1.897 0.316  -0.29
C 0.393 0.956 1.228  -0.15
C 1.001 -0.277 1.443  -0.02
C 0.453 -1.204 2.323  0.01
C -0.705 -0.846 2.971  -0.21
C -1.317 0.394 2.754  -0.20
C -0.794 1.314 1.886  0.08
O -2.441 0.479 3.527  0.04
C -2.503 -0.722 4.263  -0.15
O -1.433 -1.561 3.878  0.04
O 2.193 1.632 -0.264  0.06
C 2.935 0.214 -3.775  -0.35
S 1.674 -0.933 -3.956  1.08
C -2.973 -2.699 1.089  -0.02
C -4.156 -2.365 1.722  -0.06
H -6.384 -1.552 2.840  0.07
H -5.807 0.119 2.926  0.08
H -6.742 -0.415 1.535  0.08
H -4.489 0.790 0.603  0.12
H -2.400 0.205 -0.537  0.11
H -0.827 -3.105 -0.088  0.14
H 1.402 -2.682 -0.702  0.12
H 0.620 -3.061 -2.264  0.12
H 4.652 0.877 -0.908  0.09
H 5.328 1.166 -2.539  0.08
H 1.907 -0.513 0.906  0.11
H 0.917 -2.160 2.501  0.12
H -1.252 2.270 1.702  0.13
H -3.456 -1.231 4.060  0.12
H -2.425 -0.500 5.341  0.14
H 3.254 0.823 -4.596  0.07
H -2.544 -3.681 1.236  0.11
H -4.642 -3.097 2.353  0.11

No. 3
The following is a DFT calculation (the ωB97M-V functional and the def2-TZVPD basis) of a single C4H5NO molecule in a non-equilibrium geometry.

Summary:
- Max |F|: 1.03 eV/Å
- Energy above the lowest of the compared OMol25 structures with the same formula, charge and spin: 5.187 eV
- Net charge: 0

Last column: Löwdin charge in e.
Cartesian coordinates (Å):
O 1.080 -1.830 0.520  0.09
C 0.867 -0.523 0.544  -0.17
C 0.662 0.181 -0.591  -0.08
C -0.715 1.391 -0.317  -0.10
C -1.811 0.557 -0.645  -0.37
N -2.708 -0.117 -0.966  0.11
H 1.082 -2.198 1.415  0.13
H 0.830 -0.046 1.523  0.14
H 0.725 1.313 -0.682  0.09
H 0.615 -0.321 -1.552  0.12
H -0.625 1.594 0.751  0.05

No. 4
The following is a DFT calculation (the ωB97M-V functional and the def2-TZVPD basis) of 3 unconnected molecules or ions with the total composition H6O3 in a non-equilibrium geometry.

Summary:
- SMILES string: O.O.O
- Max |F|: 2.04 eV/Å
- Energy above the lowest of the compared OMol25 structures with the same formula, charge and spin: 0.786 eV
- Net charge: 0

Last column: Löwdin charge in e.
Cartesian coordinates (Å):
O -1.736 1.677 -5.488  -0.10
H -2.482 2.331 -5.406  0.06
H -1.408 1.811 -6.401  0.04
O 2.125 1.103 2.060  -0.08
H 2.723 0.343 2.319  0.06
H 1.638 0.772 1.304  0.02
O -0.423 -2.742 3.492  -0.09
H 0.543 -2.505 3.407  0.05
H -0.442 -3.011 4.433  0.04

| no. | orbital gap (Eh) | LUMO (Eh) |
| --- | --- | --- |
| 1 | 0.3821 | 0.0195 |
| 2 | 0.3008 | 0.0152 |
| 3 | 0.2846 | -0.0185 |
| 4 | 0.4471 | 0.0217 |